# 1
Molecular formula: C48H49BrF4N2PPbS
Method: DFT, the ωB97M-V functional and the def2-TZVPD basis

CARTESIAN COORDINATES (ANGSTROEM)
Pb  0.794  -4.400  0.600
F  -4.839  4.708  -0.626
C  -3.542  4.524  -0.477
C  -2.664  5.581  -0.627
F  -3.201  6.799  -0.819
C  -1.326  5.378  -0.459
F  -0.590  6.462  -0.376
C  -0.820  4.099  -0.233
P  1.137  4.109  -0.027
C  1.109  5.006  1.555
C  1.855  6.127  1.800
C  2.194  6.512  3.048
C  1.742  5.763  4.117
C  0.844  4.694  3.908
C  0.489  4.338  2.594
C  1.741  5.174  -1.483
C  3.120  5.184  -1.578
C  3.787  5.995  -2.536
C  3.031  6.745  -3.465
C  1.658  6.587  -3.533
C  1.036  5.888  -2.502
C  -1.692  3.096  0.074
Br  -1.221  1.409  0.626
C  -3.107  3.317  -0.045
F  -4.021  2.383  0.331
H  2.267  6.735  1.001
H  2.785  7.392  3.214
H  2.101  5.989  5.121
H  0.436  4.197  4.742
H  -0.212  3.512  2.369
H  3.665  4.533  -0.857
H  4.891  5.963  -2.606
H  3.559  7.246  -4.303
H  1.115  7.124  -4.311
H  -0.036  5.920  -2.559
C  0.039  0.539  -2.302
C  1.109  1.614  -2.110
C  1.673  2.234  -3.405
C  2.311  1.103  -1.318
C  2.941  -0.099  -1.665
C  4.004  -0.623  -0.959
C  4.385  0.067  0.184
C  3.791  1.284  0.569
C  4.372  2.025  1.768
C  3.514  1.981  2.984
C  4.874  3.432  1.414
C  2.766  1.774  -0.193
N  2.129  2.995  0.155
H  -0.966  0.939  -2.311
H  -0.011  -0.190  -1.529
H  0.255  0.058  -3.274
H  0.701  2.419  -1.583
H  2.226  1.632  -4.039
H  2.335  3.053  -3.186
H  0.848  2.678  -3.983
H  2.516  -0.668  -2.494
H  4.608  -1.491  -1.237
H  5.205  -0.320  0.776
H  5.257  1.363  1.958
H  2.550  2.460  2.901
H  4.063  2.431  3.826
H  3.356  0.931  3.251
H  4.115  4.146  1.325
H  5.501  3.507  0.530
H  5.469  3.692  2.295
S  0.814  -7.123  0.870
C  -0.822  -7.710  0.677
C  -0.980  -8.996  0.033
C  -2.235  -9.584  -0.034
C  -3.378  -8.875  0.374
C  -3.238  -7.595  0.924
C  -1.937  -7.051  1.159
H  -0.145  -9.536  -0.281
H  -2.335  -10.602  -0.408
H  -4.394  -9.184  0.223
H  -4.164  -7.072  1.239
H  -1.825  -6.063  1.629
C  -1.258  -3.503  -2.598
C  -1.994  -4.782  -2.220
C  -1.055  -6.018  -2.425
C  -2.847  -4.652  -0.984
C  -4.163  -4.895  -1.184
C  -5.174  -4.688  -0.173
C  -4.803  -3.977  0.989
C  -3.485  -3.722  1.205
C  -3.180  -3.053  2.529
C  -2.287  -3.977  3.410
C  -2.653  -1.626  2.399
C  -2.449  -4.086  0.281
N  -1.150  -3.834  0.625
H  -1.032  -3.444  -3.657
H  -0.367  -3.298  -2.038
H  -1.911  -2.598  -2.454
H  -2.680  -4.872  -3.044
H  -0.176  -6.069  -1.831
H  -0.748  -6.132  -3.457
H  -1.663  -6.882  -2.202
H  -4.535  -5.284  -2.086
H  -6.172  -5.014  -0.326
H  -5.602  -3.678  1.690
H  -4.114  -3.020  3.127
H  -2.729  -3.937  4.432
H  -1.248  -3.603  3.377
H  -2.325  -5.017  3.163
H  -1.604  -1.746  2.001
H  -2.633  -1.094  3.333
H  -3.345  -1.164  1.688

Results
Charge ... -1
Relative energy (zero: lowest compared OMol25 entry of this formula, charge and spin) ... 0.0 kJ/mol
Orbital gap ... 4.99 eV
Highest occupied orbital energy ... -3.313 eV

Mulliken atomic charge list, values in e, 2 entries: Pb 0.150; F -0.306

---

# 2
Molecular formula: C5H4N2OS
Method: DFT, the ωB97M-V functional and the def2-TZVPD basis

CARTESIAN COORDINATES (ANGSTROEM)
C  -1.473  -0.902  0.341
C  -1.445  -0.049  1.425
C  -0.392  -0.575  -0.474
C  0.330  0.547  0.237
C  1.206  -0.266  -1.935
N  0.199  -0.959  -1.644
N  -0.386  0.805  1.337
O  2.945  0.850  -0.178
S  1.645  1.165  -0.788
H  -2.211  -1.659  0.167
H  -2.099  -0.016  2.275
H  1.816  -0.429  -2.803
H  -0.137  1.485  2.039

Results
Relative energy (zero: lowest compared OMol25 entry of this formula, charge and spin) ... 131.7 kJ/mol
Orbital gap ... 8.24 eV
Highest occupied orbital energy ... -8.418 eV

Mulliken atomic charge list, values in e, 2 entries: C -0.676; C -0.464

---

# 3
Molecular formula: C2H3IN2
Method: DFT, the ωB97M-V functional and the def2-TZVPD basis

CARTESIAN COORDINATES (ANGSTROEM)
C  1.079  1.097  0.050
C  0.502  -0.180  -0.248
N  2.196  1.638  0.324
N  0.962  2.438  0.276
I  1.279  4.757  -1.570
H  -0.539  -0.221  0.153
H  1.193  -0.717  0.300
H  0.586  -0.573  -1.234

Results
Relative energy (zero: lowest compared OMol25 entry of this formula, charge and spin) ... 262.4 kJ/mol
Orbital gap (spin up / spin down) ... 9.47 / 6.72 eV
Highest occupied orbital energy (spin up / spin down) ... -9.522 / -8.967 eV

Mulliken atomic charge list, values in e, 2 entries: C 0.748; C -0.831

---

# 4
Molecular formula: C21H21HgN8S5Sb
Method: DFT, the ωB97M-V functional and the def2-TZVPD basis

CARTESIAN COORDINATES (ANGSTROEM)
Hg  -0.392  -0.142  0.373
S  -1.069  -0.201  -4.700
Sb  -1.925  -1.024  -2.658
S  -2.306  0.919  -1.267
S  0.095  -1.712  -1.389
C  -2.927  -5.663  2.412
C  -2.314  -5.089  1.306
C  -1.708  -3.845  1.407
C  -1.751  -3.168  2.620
C  -2.361  -3.734  3.734
C  -2.944  -4.987  3.627
N  -1.097  -1.899  2.647
N  -1.548  -1.099  3.470
C  -0.916  0.197  3.451
C  -0.938  0.853  4.683
C  -0.379  2.113  4.803
C  0.166  2.719  3.675
C  0.157  2.062  2.453
C  -0.386  0.780  2.296
H  -3.389  -6.640  2.330
H  -2.300  -5.610  0.357
H  -1.214  -3.380  0.557
H  -2.370  -3.183  4.665
H  -3.416  -5.438  4.492
H  -1.398  0.357  5.530
H  -0.379  2.624  5.759
H  0.602  3.709  3.751
H  0.597  2.546  1.589
N  2.854  0.701  4.002
C  3.515  0.680  2.787
N  2.924  0.812  1.652
C  3.826  0.843  0.610
C  5.131  0.736  0.972
S  5.256  0.598  2.693
C  3.306  0.935  -0.761
C  3.937  0.444  -1.856
S  2.941  0.665  -3.245
C  1.732  1.417  -2.227
N  2.066  1.492  -0.966
N  0.582  1.885  -2.764
H  1.847  0.702  3.867
H  3.159  0.008  4.667
H  6.002  0.738  0.340
H  4.866  -0.100  -1.895
H  0.209  1.299  -3.534
H  -0.161  1.986  -2.066
C  -1.507  3.835  -5.157
N  -2.859  3.918  -4.605
C  -3.557  2.651  -4.352
C  -3.575  4.998  -4.854
N  -4.210  5.947  -5.060
H  -1.500  3.270  -6.094
H  -0.860  3.327  -4.446
H  -1.134  4.843  -5.334
H  -4.227  2.404  -5.181
H  -4.111  2.700  -3.417
H  -2.805  1.867  -4.267

Results
Charge ... -2
Relative energy (zero: lowest compared OMol25 entry of this formula, charge and spin) ... 0.0 kJ/mol
Orbital gap ... 4.80 eV
Highest occupied orbital energy ... -1.139 eV

Mulliken atomic charge list, values in e, 2 entries: Hg 0.423; S -0.821

---

# 5
Molecular formula: C4H11NO
Method: DFT, the ωB97M-V functional and the def2-TZVPD basis

CARTESIAN COORDINATES (ANGSTROEM)
C  2.337  3.858  -2.704
N  1.227  3.072  -3.261
C  1.333  1.637  -3.019
H  2.647  3.377  -1.769
H  3.216  3.867  -3.354
H  1.994  4.872  -2.523
H  1.148  3.235  -4.254
H  2.183  1.139  -3.503
H  0.383  1.146  -3.236
H  1.483  1.485  -1.947
O  -1.910  -3.231  2.014
C  -2.282  -3.194  3.153
C  -1.391  -2.867  4.317
H  -3.336  -3.387  3.418
H  -1.933  -2.154  4.946
H  -0.505  -2.385  3.904
H  -1.142  -3.756  4.888

Results
Structure (SMILES) ... CC=O.CNC
Relative energy (zero: lowest compared OMol25 entry of this formula, charge and spin) ... 161.4 kJ/mol
Orbital gap ... 9.74 eV
Highest occupied orbital energy ... -8.656 eV

Mulliken atomic charge list, values in e, 2 entries: C -0.723; N -0.362

---

# 6
Molecular formula: C27H48Cl18F3N2O5
Method: DFT, the ωB97M-V functional and the def2-TZVPD basis

CARTESIAN COORDINATES (ANGSTROEM)
C  0.733  5.276  1.500
C  0.386  3.949  0.858
O  1.209  3.769  -0.266
C  0.819  2.691  -1.105
C  1.404  1.360  -0.605
C  2.634  0.960  -1.430
C  3.632  -0.042  -0.808
C  3.674  -0.037  0.705
N  2.530  -0.769  1.344
N  1.799  -1.466  0.512
C  0.758  -2.091  0.998
C  0.382  -2.059  2.342
C  -0.878  -2.783  2.722
C  -2.063  -2.178  1.951
O  -2.073  -0.773  1.974
C  -3.419  -2.762  2.434
F  -4.072  -3.353  1.408
F  -4.218  -1.796  2.932
F  -3.275  -3.689  3.413
C  1.171  -1.343  3.209
C  0.895  -1.276  4.684
C  1.607  -2.380  5.477
C  1.170  -3.793  5.150
O  3.009  -2.212  5.249
C  2.278  -0.672  2.661
C  3.207  0.220  3.459
O  2.946  1.580  3.173
O  1.774  1.907  3.942
H  0.406  6.103  0.873
H  1.818  5.350  1.594
H  0.283  5.365  2.489
H  -0.671  3.904  0.569
H  0.549  3.131  1.586
H  1.225  2.942  -2.084
H  -0.273  2.655  -1.164
H  1.645  1.522  0.448
H  0.636  0.590  -0.704
H  3.175  1.859  -1.731
H  2.259  0.518  -2.356
H  4.641  0.247  -1.111
H  3.494  -1.041  -1.212
H  3.592  0.990  1.055
H  4.594  -0.459  1.107
H  0.191  -2.641  0.254
H  -1.065  -2.721  3.792
H  -0.777  -3.831  2.435
H  -1.989  -2.448  0.899
H  -2.109  -0.453  2.883
H  -0.177  -1.300  4.882
H  1.249  -0.318  5.059
H  1.419  -2.184  6.536
H  0.095  -3.921  5.275
H  1.660  -4.494  5.826
H  1.442  -4.059  4.124
H  3.401  -3.062  5.030
H  3.111  0.020  4.519
H  4.251  0.063  3.196
H  1.364  2.563  3.357
C  -0.221  5.444  -4.292
Cl  1.229  4.426  -4.309
Cl  -0.998  5.478  -2.706
H  0.075  6.453  -4.552
H  -0.923  5.040  -5.011
C  3.606  1.607  -4.988
Cl  2.226  0.684  -5.589
Cl  4.775  0.578  -4.140
H  4.096  2.085  -5.825
H  3.238  2.344  -4.283
C  -1.123  -3.891  -3.094
Cl  -1.324  -2.265  -3.725
Cl  -1.172  -3.915  -1.309
H  -1.933  -4.517  -3.448
H  -0.159  -4.277  -3.399
C  -6.212  -3.911  5.076
Cl  -6.492  -5.490  5.816
Cl  -7.715  -3.054  4.717
H  -5.631  -3.311  5.767
H  -5.676  -4.062  4.148
C  5.218  3.727  -8.497
Cl  3.838  4.184  -7.480
Cl  5.328  1.971  -8.691
H  5.089  4.178  -9.473
H  6.129  4.066  -8.029
C  9.244  2.717  -8.529
Cl  9.617  2.649  -6.805
Cl  8.404  4.215  -8.969
H  10.170  2.674  -9.089
H  8.593  1.887  -8.774
C  -10.056  -0.131  3.410
Cl  -10.629  -1.626  4.164
Cl  -11.379  0.913  2.886
H  -9.462  0.408  4.138
H  -9.464  -0.395  2.542
C  -5.434  0.139  0.593
Cl  -5.732  -0.653  -0.961
Cl  -6.561  1.458  0.916
H  -5.544  -0.602  1.372
H  -4.427  0.539  0.575
C  -6.002  -3.719  -3.058
Cl  -6.945  -5.176  -2.733
Cl  -5.931  -3.326  -4.779
H  -6.460  -2.891  -2.533
H  -4.990  -3.884  -2.706

Results
Charge ... +1
Orbital gap ... 7.98 eV
Highest occupied orbital energy ... -11.995 eV

Mulliken atomic charge list, values in e, 2 entries: C -1.431; C 0.591

---

# 7
Molecular formula: C28H24Cl5N2O2ReSi
Method: DFT, the ωB97M-V functional and the def2-TZVPD basis

CARTESIAN COORDINATES (ANGSTROEM)
Re  -0.093  -0.290  -0.098
Cl  -3.280  2.315  3.415
C  -1.601  1.944  3.557
C  -0.943  2.203  4.744
C  0.400  1.912  4.853
Cl  1.198  2.245  6.359
C  1.128  1.354  3.788
C  2.509  1.069  3.838
C  3.109  0.524  2.734
C  2.350  0.220  1.608
N  1.041  0.458  1.522
C  0.434  1.059  2.584
C  -0.974  1.358  2.439
O  -1.588  1.100  1.363
H  -1.489  2.639  5.566
H  3.062  1.294  4.736
H  4.164  0.307  2.725
H  2.818  -0.259  0.756
C  0.199  -2.929  -2.485
C  -0.943  -1.960  -2.582
C  -1.953  -2.199  -3.672
O  -1.086  -1.041  -1.769
H  0.246  -3.589  -3.345
H  0.072  -3.523  -1.576
H  1.140  -2.388  -2.379
H  -1.467  -2.193  -4.646
H  -2.731  -1.440  -3.656
H  -2.406  -3.181  -3.529
C  1.788  1.760  -1.140
C  2.778  2.410  -0.859
C  3.995  3.096  -0.735
C  5.099  2.698  -1.499
C  6.274  3.416  -1.450
C  6.375  4.539  -0.644
C  5.287  4.940  0.114
C  4.107  4.227  0.080
H  5.012  1.831  -2.139
H  7.117  3.107  -2.053
H  7.292  5.108  -0.621
H  5.357  5.828  0.728
H  3.254  4.549  0.662
Cl  -2.772  -2.479  1.702
Si  -0.758  -2.116  1.325
Cl  -0.024  -2.058  3.330
Cl  -0.148  -4.119  0.864
C  -1.883  2.303  -1.556
C  -1.161  1.846  -2.783
C  -1.740  1.980  -4.031
C  -1.061  1.605  -5.179
C  0.219  1.096  -5.076
C  0.835  0.945  -3.840
C  2.232  0.388  -3.812
C  0.134  1.305  -2.679
N  0.667  1.139  -1.388
H  -2.849  2.727  -1.816
H  -1.297  3.054  -1.028
H  -2.045  1.476  -0.860
H  -2.732  2.408  -4.099
H  -1.531  1.714  -6.146
H  0.764  0.814  -5.969
H  2.908  1.063  -4.341
H  2.261  -0.577  -4.323
H  2.596  0.260  -2.795

Results
Charge ... -1
Spin multiplicity ... 2
Orbital gap (spin up / spin down) ... 6.51 / 6.60 eV
<S²> ... 1.2178
Highest occupied orbital energy (spin up / spin down) ... -4.207 / -4.273 eV

Mulliken atomic charge list, values in e, 2 entries: Re 0.869; Cl -0.262

---

# 8
Molecular formula: C18H28BN3O8Ru
Method: DFT, the ωB97M-V functional and the def2-TZVPD basis

CARTESIAN COORDINATES (ANGSTROEM)
Ru  1.201  1.332  0.733
C  1.588  -1.081  -3.241
N  1.603  0.367  -3.296
C  1.057  0.955  -4.498
C  1.938  1.057  -2.211
O  2.325  0.506  -1.168
C  1.849  2.587  -2.252
O  2.094  3.149  -0.978
C  3.406  3.580  -0.669
C  3.998  2.822  0.532
O  3.336  1.989  1.160
N  5.243  3.104  0.907
C  6.136  4.057  0.291
C  5.756  2.455  2.101
H  2.247  -1.487  -4.007
H  0.573  -1.445  -3.406
H  1.927  -1.410  -2.261
H  1.171  0.238  -5.309
H  1.568  1.872  -4.781
H  -0.007  1.174  -4.371
H  0.821  2.864  -2.513
H  2.536  2.999  -2.999
H  3.343  4.642  -0.388
H  4.060  3.469  -1.540
H  5.796  4.371  -0.693
H  7.120  3.594  0.190
H  6.247  4.947  0.919
H  5.071  1.660  2.386
H  5.826  3.170  2.920
H  6.739  2.038  1.898
O  -0.772  4.723  0.907
N  -0.200  3.680  0.886
O  0.702  3.396  1.703
O  -0.477  2.796  0.034
C  -4.681  -4.207  3.145
C  -4.832  -3.757  1.691
C  -6.159  -2.987  1.561
C  -4.889  -5.008  0.796
C  -3.696  -2.871  1.233
C  -3.719  -2.348  -0.077
C  -2.747  -1.500  -0.567
C  -1.695  -1.189  0.277
O  -0.607  -0.412  0.094
B  0.107  -0.417  1.320
O  -0.539  -1.251  2.201
C  -1.648  -1.719  1.585
C  -2.634  -2.545  2.075
H  -5.538  -4.816  3.419
H  -4.651  -3.353  3.817
H  -3.784  -4.807  3.282
H  -6.979  -3.638  1.850
H  -6.339  -2.645  0.546
H  -6.156  -2.123  2.221
H  -5.692  -5.654  1.143
H  -3.952  -5.558  0.855
H  -5.077  -4.757  -0.244
H  -4.533  -2.613  -0.734
H  -2.811  -1.085  -1.558
H  -2.567  -2.911  3.083

Results
Charge ... +1
Relative energy (zero: lowest compared OMol25 entry of this formula, charge and spin) ... 250.9 kJ/mol
Spin multiplicity ... 2
Orbital gap (spin up / spin down) ... 6.06 / 6.34 eV
<S²> ... 1.0736
Highest occupied orbital energy (spin up / spin down) ... -10.844 / -10.841 eV

Mulliken atomic charge list, values in e, 2 entries: Ru 1.207; C -1.049

---

Result set for DFT total energy: -159833.5091 -21110.1214 -13199.0957 -98930.2999 -7862.8812 -275542.1830 -109125.3892 -43219.1433 eV, one per record in the order listed.